Entry 1:
Computed, not measured: a gas-phase ion, C5H11N2 (charge +1) in a non-equilibrium geometry, with wB97M-V/def2-TZVPD.

Summary:
HOMO-LUMO gap ... 9.299 eV
Energy relative to the best compared isomer or geometry (same formula, charge and spin) ... 2.606 eV

Structure (ORCA input):
```
! RIJCOSX wB97M-V def2-TZVPD def2/J DEFGRID3
* xyz 1 1
C 0.071 -1.690 0.285
C -1.283 -1.255 -0.145
C -1.561 0.247 -0.066
C 1.584 -0.498 1.805
C -0.893 1.009 -1.206
N 0.920 -0.998 0.895
N 2.739 0.361 1.424
H 0.344 -2.716 0.050
H -1.441 -1.619 -1.163
H -1.988 -1.804 0.490
H -2.637 0.408 -0.116
H -1.214 0.626 0.899
H -1.020 2.079 -1.071
H -1.340 0.734 -2.158
H 0.173 0.792 -1.258
H 3.529 0.091 2.023
H 2.493 1.334 1.652
H 3.012 0.305 0.428
*
```

***

Entry 2:
Computed, not measured: a molecular structure, C30H39Cl5IO4SSiSn in a non-equilibrium geometry, with wB97M-V/def2-TZVPD.

Summary:
HOMO-LUMO gap ... 8.129 eV
Energy relative to the best compared isomer or geometry (same formula, charge and spin) ... 0.000 eV

Structure (ORCA input):
```
! RIJCOSX wB97M-V def2-TZVPD def2/J DEFGRID3
* xyz 1 1
Sn 0.287 -0.620 1.802
Cl 0.384 2.659 1.916
C -1.157 2.009 2.466
C -1.303 0.636 2.556
C -2.541 0.141 2.955
Cl -2.845 -1.547 3.072
C -3.564 1.032 3.327
Cl -5.080 0.524 3.969
C -3.362 2.407 3.256
Cl -4.495 3.519 3.781
C -2.140 2.880 2.804
Cl -1.856 4.593 2.706
I -1.287 -2.622 -0.007
C -0.512 -4.121 1.297
C -0.690 -5.410 0.934
C -0.170 -6.488 1.721
C 0.598 -6.193 2.816
C 0.739 -4.869 3.235
C 1.211 -4.617 4.510
C 1.274 -3.369 5.040
C 1.148 -2.313 4.114
C 0.657 -2.478 2.832
C 0.325 -3.780 2.396
H -1.243 -5.791 0.091
H -0.522 -7.502 1.556
H 0.983 -6.969 3.434
H 1.413 -5.492 5.121
H 1.549 -3.102 6.059
H 1.264 -1.326 4.539
C 0.583 4.942 -1.022
C 0.937 3.739 -1.857
C 0.373 3.992 -3.229
C 2.416 3.387 -1.719
O 0.206 2.668 -1.261
Si 0.042 1.076 -1.492
S 1.481 0.094 -0.187
O -1.439 0.663 -0.948
C -2.710 1.121 -1.490
C -3.750 0.062 -1.145
C -2.674 1.198 -3.002
C -3.068 2.431 -0.843
O 0.419 0.630 -2.975
C 1.023 -0.577 -3.613
C 0.416 -1.899 -3.182
C 0.846 -0.394 -5.141
C 2.528 -0.547 -3.393
H 0.642 5.882 -1.561
H 1.195 5.094 -0.167
H -0.409 4.867 -0.553
H 0.948 4.769 -3.794
H -0.647 4.318 -3.027
H 0.264 3.095 -3.875
H 3.013 4.041 -2.323
H 2.741 2.374 -1.962
H 2.667 3.528 -0.631
H -3.638 -0.869 -1.793
H -4.758 0.442 -1.364
H -3.686 -0.310 -0.127
H -2.562 0.211 -3.462
H -1.936 1.922 -3.368
H -3.667 1.516 -3.282
H -3.204 2.261 0.213
H -4.078 2.754 -1.091
H -2.267 3.148 -0.975
H -0.608 -1.963 -3.447
H 0.529 -2.082 -2.151
H 0.932 -2.728 -3.692
H -0.180 -0.723 -5.316
H 1.587 -0.962 -5.699
H 0.887 0.648 -5.351
H 2.895 -0.828 -2.420
H 2.853 0.477 -3.514
H 2.992 -1.142 -4.158
C 3.811 -1.372 2.040
C 3.544 0.064 2.393
O 2.133 0.127 2.954
H 4.815 -1.499 1.652
H 3.101 -1.608 1.219
H 3.679 -2.079 2.861
H 3.500 0.745 1.546
H 4.203 0.442 3.177
H 2.015 1.066 3.248
*
```

***

Entry 3:
Computed, not measured: a molecular structure, C47H57Br4N3O2P3SeSiW in a non-equilibrium geometry, with wB97M-V/def2-TZVPD.

Summary:
HOMO-LUMO gap (spin up / spin down) ... 4.469 / 4.467 eV

Structure (ORCA input):
```
! RIJCOSX wB97M-V def2-TZVPD def2/J DEFGRID3
* xyz 1 1
W -0.507 0.602 -0.082
C -3.542 -2.065 -1.605
C -3.906 -0.604 -1.363
C -5.423 -0.498 -1.165
P -2.949 0.098 0.052
C -3.747 1.767 0.328
C -2.672 2.843 0.142
C -4.641 1.963 1.553
C -3.273 -1.163 1.341
C -4.489 -1.308 2.000
C -4.668 -2.324 2.925
C -3.636 -3.212 3.182
C -2.428 -3.075 2.513
C -2.214 -2.055 1.587
Si -0.550 -1.743 0.715
C 0.908 -2.051 1.900
C 1.180 -3.332 2.387
C 2.345 -3.624 3.076
C 3.298 -2.633 3.256
C 3.058 -1.355 2.784
C 1.863 -1.044 2.130
P 1.439 0.692 1.711
C 2.867 1.707 1.099
C 3.019 1.711 -0.406
C 4.225 1.518 1.774
C 1.209 1.457 3.431
C 1.984 0.841 4.598
C 1.401 2.973 3.441
C -0.354 -2.999 -0.675
C -1.005 -4.233 -0.664
C -0.835 -5.147 -1.691
C -0.001 -4.837 -2.754
C 0.667 -3.624 -2.775
C 0.487 -2.695 -1.750
P 1.549 -1.209 -1.614
C 3.140 -2.205 -1.343
C 3.118 -3.225 -0.211
C 4.443 -1.416 -1.288
C 1.964 -0.672 -3.375
C 2.536 0.738 -3.506
C 0.876 -0.862 -4.435
H -4.093 -2.423 -2.475
H -3.827 -2.682 -0.753
H -2.483 -2.194 -1.805
H -3.628 -0.007 -2.236
H -5.765 -1.162 -0.374
H -5.903 -0.829 -2.087
H -5.788 0.507 -0.963
H -4.380 1.880 -0.560
H -0.739 3.297 0.676
H -3.030 3.803 0.531
H -2.429 2.977 -0.914
H -4.200 1.594 2.477
H -5.591 1.450 1.417
H -4.864 3.023 1.683
H -5.306 -0.630 1.811
H -5.612 -2.421 3.441
H -3.770 -4.007 3.903
H -1.632 -3.770 2.741
H 0.491 -4.139 2.176
H 2.528 -4.627 3.434
H 4.228 -2.853 3.762
H 3.811 -0.597 2.943
H 2.501 2.705 1.360
H 3.345 0.739 -0.767
H 3.784 2.438 -0.687
H 2.096 1.985 -0.913
H 4.704 0.596 1.446
H 4.175 1.513 2.860
H 4.877 2.342 1.482
H 0.167 1.268 3.670
H 3.060 0.972 4.518
H 1.776 -0.218 4.725
H 1.668 1.353 5.508
H 2.456 3.246 3.428
H 0.970 3.381 4.356
H 0.918 3.478 2.601
H -1.675 -4.480 0.150
H -1.352 -6.096 -1.665
H 0.139 -5.543 -3.561
H 1.334 -3.409 -3.599
H 3.146 -2.778 -2.281
H 3.245 -2.746 0.757
H 3.960 -3.907 -0.349
H 2.209 -3.824 -0.193
H 4.573 -0.950 -0.310
H 4.526 -0.646 -2.056
H 5.279 -2.103 -1.428
H 2.782 -1.360 -3.620
H 1.807 1.495 -3.222
H 2.796 0.902 -4.552
H 3.437 0.897 -2.921
H 0.427 0.095 -4.694
H 0.077 -1.532 -4.135
H 1.323 -1.260 -5.347
Br -3.144 1.845 -6.482
C -2.170 1.974 -4.879
C -1.627 3.199 -4.490
Br -1.884 4.746 -5.522
C -0.893 3.280 -3.308
Br -0.129 4.878 -2.666
C -0.718 2.146 -2.528
O -0.026 2.122 -1.390
C -1.311 0.931 -2.877
O -1.099 -0.039 -1.976
C -2.011 0.837 -4.076
Br -2.699 -0.828 -4.619
Se -1.062 5.516 2.115
N -1.880 4.509 3.256
C -1.884 3.119 3.233
C -2.265 2.528 4.447
C -2.292 1.154 4.599
C -1.936 0.354 3.524
N -1.599 0.892 2.346
C -1.594 2.211 2.188
N -1.371 2.493 0.805
H -2.524 3.192 5.259
H -2.577 0.701 5.536
H -1.918 -0.722 3.595
*
```

***

Entry 4:
Computed, not measured: a molecular structure, C21H31CoF2N5, with wB97M-V/def2-TZVPD.

Summary:
HOMO-LUMO gap (spin up / spin down) ... 6.816 / 5.344 eV
Energy relative to the best compared isomer or geometry (same formula, charge and spin) ... 0.000 eV

Structure (ORCA input):
```
! RIJCOSX wB97M-V def2-TZVPD def2/J DEFGRID3
* xyz 0 2
Co 0.453 0.143 0.026
C 2.810 -0.185 -1.674
C 2.523 -1.667 -1.425
N 1.571 -1.854 -0.332
C 0.503 -2.811 -0.560
C -0.608 -2.200 -1.387
C -1.314 -2.902 -2.351
C -2.309 -2.245 -3.060
C -2.554 -0.907 -2.796
C -1.812 -0.270 -1.811
C -2.026 1.175 -1.424
N -0.775 1.820 -1.060
C 0.030 2.330 -2.171
C 1.499 1.924 -2.050
N 1.530 0.484 -1.848
N -0.869 -0.916 -1.119
H 3.476 -0.082 -2.542
H 3.306 0.247 -0.804
H 3.463 -2.197 -1.247
H 2.090 -2.095 -2.337
H 2.021 -2.015 0.561
H 0.093 -3.071 0.421
H 0.837 -3.744 -1.033
H -1.077 -3.939 -2.549
H -2.872 -2.764 -3.824
H -3.306 -0.356 -3.347
H -2.650 1.180 -0.529
H -2.569 1.692 -2.226
H -0.912 2.507 -0.335
H -0.047 3.417 -2.269
H -0.364 1.905 -3.102
H 1.957 2.396 -1.179
H 2.043 2.255 -2.946
H 1.031 0.039 -2.615
C -2.632 -0.633 1.588
N -2.134 0.721 1.748
C -3.223 1.593 2.143
C -1.018 0.746 2.694
C 0.287 0.169 2.176
C 0.683 -1.095 2.708
C 1.971 -1.556 2.729
C 3.029 -0.703 2.251
C 2.723 0.520 1.751
C 1.365 1.018 1.616
H -3.136 -0.991 2.502
H -1.803 -1.301 1.360
H -3.350 -0.683 0.764
H -3.685 1.296 3.100
H -4.005 1.574 1.379
H -2.862 2.618 2.245
H -1.306 0.189 3.605
H -0.874 1.780 3.009
H -0.092 -1.695 3.179
H 2.203 -2.512 3.182
H 4.062 -1.020 2.326
H 3.535 1.186 1.466
F 1.357 2.894 3.098
C 1.337 2.496 1.769
F 0.201 3.119 1.266
H 2.194 2.977 1.291
*
```

***

Entry 5:
Computed, not measured: 2 unconnected molecules or ions with the total composition CH5N2P in a non-equilibrium geometry, with wB97M-V/def2-TZVPD.

Summary:
HOMO-LUMO gap (spin up / spin down) ... 9.283 / 6.763 eV
Energy relative to the best compared isomer or geometry (same formula, charge and spin) ... 3.164 eV

Structure (ORCA input):
```
! RIJCOSX wB97M-V def2-TZVPD def2/J DEFGRID3
* xyz 0 1
C -1.125 0.107 0.694
N 2.067 -1.043 -1.682
N 0.028 0.904 0.918
P 1.796 0.423 -1.434
H -1.782 0.438 -0.125
H -0.821 -0.928 0.509
H -1.738 0.098 1.609
H 1.752 -1.885 -1.232
H -0.177 1.886 0.742
*
```

***

Entry 6:
Computed, not measured: 12 unconnected molecules or ions with the total composition C50H61F21N4O14 in a non-equilibrium geometry, with wB97M-V/def2-TZVPD.

Summary:
HOMO-LUMO gap ... 8.041 eV

Structure (ORCA input):
```
! RIJCOSX wB97M-V def2-TZVPD def2/J DEFGRID3
* xyz 0 1
C 20.393 11.372 -4.945
C 19.027 11.348 -4.219
O 19.218 11.816 -2.877
C 18.181 11.894 -1.970
O 17.055 11.521 -2.245
C 18.519 12.412 -0.593
F 18.280 11.445 0.181
F 19.799 12.658 -0.579
F 17.809 13.510 -0.318
H 20.626 12.395 -5.240
H 20.347 10.764 -5.848
H 21.183 11.059 -4.262
H 18.688 10.314 -4.158
H 18.290 11.835 -4.857
C 20.914 9.540 -1.209
C 20.868 8.803 0.165
O 20.639 9.796 1.183
C 21.595 10.249 2.022
O 22.737 9.786 2.164
C 21.166 11.492 2.757
F 22.291 12.278 2.818
F 20.340 12.250 1.988
F 20.656 11.282 3.942
H 19.961 10.055 -1.326
H 21.095 8.813 -2.000
H 21.655 10.313 -1.418
H 21.694 8.122 0.371
H 20.052 8.080 0.143
C 24.820 7.989 -1.785
C 24.688 6.695 -0.975
O 24.763 7.039 0.344
C 24.504 6.146 1.399
O 24.066 4.950 1.358
C 24.759 6.767 2.835
F 25.285 5.808 3.566
F 25.537 7.846 2.744
F 23.571 7.080 3.376
H 23.882 8.490 -2.025
H 25.179 7.715 -2.777
H 25.421 8.759 -1.302
H 25.433 5.920 -1.152
H 23.738 6.234 -1.245
C 22.023 6.917 -4.384
C 21.578 7.398 -5.752
O 22.511 8.149 -6.555
C 23.472 7.512 -7.334
O 23.525 6.277 -7.459
C 24.428 8.449 -8.138
F 23.836 9.579 -8.536
F 25.348 8.817 -7.261
F 24.957 7.830 -9.200
H 22.277 7.738 -3.713
H 22.870 6.230 -4.385
H 21.294 6.223 -3.965
H 20.751 8.070 -5.524
H 21.136 6.565 -6.299
C 23.091 12.544 -2.010
C 24.351 11.744 -2.083
O 24.984 11.899 -3.328
C 24.758 11.132 -4.414
O 23.939 10.192 -4.451
C 25.616 11.472 -5.678
F 26.153 12.731 -5.621
F 26.571 10.557 -5.786
F 24.792 11.510 -6.772
H 22.622 12.552 -1.026
H 22.369 12.234 -2.766
H 23.362 13.549 -2.333
H 24.088 10.716 -1.830
H 25.033 12.156 -1.338
C 19.292 3.643 -2.426
C 20.234 2.551 -1.950
O 21.340 2.506 -2.916
C 22.478 3.205 -2.689
O 22.635 3.998 -1.740
C 23.590 3.092 -3.829
F 24.172 1.875 -3.789
F 23.050 3.361 -5.007
F 24.581 4.015 -3.661
H 18.834 4.131 -1.565
H 18.405 3.225 -2.902
H 19.806 4.398 -3.020
H 19.733 1.585 -1.898
H 20.554 2.752 -0.928
C 25.242 14.132 -10.446
C 25.120 13.089 -9.330
O 26.384 12.490 -9.171
C 26.639 11.319 -9.725
O 25.788 10.674 -10.390
C 28.073 10.791 -9.510
F 28.127 9.969 -8.461
F 28.406 10.149 -10.650
F 28.902 11.826 -9.252
H 24.236 14.395 -10.773
H 25.726 13.751 -11.345
H 25.645 15.087 -10.107
H 24.334 12.389 -9.611
H 24.707 13.449 -8.387
C 25.436 5.245 -13.250
C 25.045 5.721 -12.029
C 24.105 4.770 -11.588
N 23.972 3.770 -12.511
C 24.852 4.024 -13.497
H 26.175 5.718 -13.879
H 25.307 6.646 -11.538
H 23.537 4.715 -10.671
H 23.510 2.881 -12.382
H 25.039 3.341 -14.313
C 27.284 7.551 -4.330
C 28.087 8.657 -3.985
C 28.693 8.381 -2.781
N 28.436 7.062 -2.468
C 27.651 6.519 -3.467
H 26.693 7.410 -5.223
H 28.201 9.575 -4.544
H 29.380 8.954 -2.175
H 28.896 6.547 -1.730
H 27.423 5.466 -3.404
C 18.332 8.241 -6.267
C 18.978 8.823 -7.362
C 18.265 9.922 -7.738
N 17.191 10.085 -6.844
C 17.234 9.056 -5.919
H 18.660 7.390 -5.688
H 19.881 8.513 -7.867
H 18.580 10.615 -8.504
H 16.450 10.771 -6.887
H 16.486 8.958 -5.146
C 19.495 4.071 -6.986
C 18.631 3.862 -8.104
C 18.418 2.513 -8.259
N 19.300 1.886 -7.390
C 19.895 2.798 -6.550
H 19.830 5.063 -6.724
H 18.156 4.646 -8.673
H 17.874 1.960 -9.011
H 19.486 0.895 -7.330
H 20.667 2.579 -5.827
C 21.694 13.655 -11.384
C 22.135 12.295 -11.367
C 21.967 11.530 -10.207
C 21.434 12.102 -9.083
C 20.886 13.358 -9.148
C 20.954 14.111 -10.312
H 21.907 14.209 -12.286
H 22.623 11.879 -12.236
H 22.317 10.514 -10.317
H 21.491 11.657 -8.100
H 20.556 13.813 -8.226
H 20.630 15.131 -10.459
*
```

***

Entry 7:
Computed, not measured: a single C4H8O2 molecule, with wB97M-V/def2-TZVPD.

Summary:
HOMO-LUMO gap ... 11.189 eV
Energy relative to the best compared isomer or geometry (same formula, charge and spin) ... 2.534 eV

Structure (ORCA input):
```
! RIJCOSX wB97M-V def2-TZVPD def2/J DEFGRID3
* xyz 0 1
C -2.318 0.378 -0.193
O -1.057 -0.115 -0.563
C -0.122 -0.035 0.482
C 1.137 -0.723 0.025
C 2.285 0.042 -0.451
O 2.272 -0.526 0.852
H -2.726 -0.162 0.676
H -2.277 1.450 0.054
H -2.987 0.234 -1.045
H -0.511 -0.530 1.388
H 0.104 1.011 0.751
H 1.000 -1.741 -0.342
H 2.216 1.129 -0.482
H 2.984 -0.413 -1.152
*
```

***

Entry 8:
Computed, not measured: a molecular structure, C6H10O2 in a non-equilibrium geometry, with wB97M-V/def2-TZVPD.

Summary:
HOMO-LUMO gap ... 10.017 eV
Energy relative to the best compared isomer or geometry (same formula, charge and spin) ... 6.656 eV

Structure (ORCA input):
```
! RIJCOSX wB97M-V def2-TZVPD def2/J DEFGRID3
* xyz 0 1
C -1.852 0.133 1.710
C -0.980 -0.519 0.500
C 0.483 1.115 -0.087
C 1.468 0.254 -1.043
C 0.646 -0.331 -2.200
C 1.220 -0.094 0.418
H -2.314 -0.682 2.696
H -2.585 1.013 1.183
H -1.063 0.602 2.279
H -1.591 -1.184 -0.036
H 0.625 2.114 0.511
H 2.542 0.764 -0.964
H 0.638 0.512 -2.897
H -0.496 -0.405 -2.408
H 1.225 -1.245 -2.672
H 1.987 -0.286 1.324
O -0.921 0.676 -0.159
O 0.312 -1.245 0.808
*
```

***

Entry 9:
Computed, not measured: 2 unconnected molecules or ions with the total composition C5H11NO in a non-equilibrium geometry, with wB97M-V/def2-TZVPD.

Summary:
HOMO-LUMO gap ... 10.296 eV
Energy relative to the best compared isomer or geometry (same formula, charge and spin) ... 2.122 eV

Structure (ORCA input):
```
! RIJCOSX wB97M-V def2-TZVPD def2/J DEFGRID3
* xyz 0 1
H -1.465 -0.076 -1.609
N -1.928 -0.415 -0.760
C -1.461 0.180 0.287
C -0.377 1.195 0.307
C 0.146 1.499 1.506
C 0.078 1.813 -0.974
H -1.872 -0.111 1.268
H -0.189 1.027 2.424
H 0.952 2.220 1.595
H -0.775 2.215 -1.531
H 0.588 1.074 -1.601
H 0.773 2.641 -0.801
C 1.195 -2.284 0.222
O 0.638 -1.855 -1.008
H 2.174 -1.817 0.347
H 0.548 -1.984 1.050
H 1.307 -3.369 0.211
H -0.334 -1.952 -0.932
*
```

***

- Which formula does entry 9 have?
  C5H11NO

***

- Which formula does entry 8 have?
  C6H10O2